(1)
The following is a DFT calculation (ωB97M-V/def2-TZVPD) of a 2-piece molecular cluster, C38H52N4OP overall.

As for the net charge: +1. The HOMO energy is -8.910 eV. The molar mass comes out at 611.8 g/mol. As for the max |F|: 0.0473 hartree/bohr. The HOMO-LUMO gap is 3.986 eV. Its multiplicity is 1.

Last column: Mulliken charge in e.
CARTESIAN COORDINATES (ANGSTROEM)
C -5.44926 1.05508 1.78649  -1.252
N -4.46537 0.05138 2.11953  0.684
C -4.60639 -1.22432 1.63114  -0.024
O -5.60652 -1.66789 1.07336  -0.665
C -3.29379 -1.94187 1.85777  0.230
C -2.66166 -2.38018 0.53678  -1.724
C -2.51845 -1.22691 -0.42613  0.489
C -3.61133 -0.81874 -1.19679  -0.198
C -3.51016 0.28363 -2.04119  -0.949
C -2.31556 1.00705 -2.11193  -0.455
C -1.21001 0.57253 -1.37805  -0.740
C -1.29975 -0.56300 -0.57239  -0.162
N -2.49484 -0.94901 2.58222  0.772
C -1.15171 -1.08117 2.65881  -1.063
C -0.26053 -0.03113 2.86508  0.475
C 1.06798 -0.22177 3.25377  -0.905
C 1.68436 0.66586 4.21633  0.661
C 2.45622 0.19139 5.31840  -0.394
C 2.96114 1.07603 6.26936  -0.584
C 2.76430 2.46093 6.12836  -0.359
C 1.98651 2.94148 5.06581  -0.730
C 1.45111 2.06159 4.12833  -0.235
C -3.24970 0.27880 2.89380  -1.629
C -3.54657 0.55973 4.41747  2.085
C -4.41833 -0.56182 4.98391  -1.728
C -4.28934 1.88783 4.53731  -1.691
C -2.24209 0.64710 5.19661  -1.834
H -5.74672 0.94005 0.73378  0.319
H -6.34894 0.95293 2.41425  0.364
H -5.01618 2.04996 1.92828  0.458
H -3.48039 -2.79931 2.52201  0.360
H -1.69432 -2.85085 0.72819  0.576
H -3.32618 -3.14005 0.10447  0.618
H -4.55801 -1.35698 -1.10784  0.511
H -4.37205 0.58360 -2.63621  0.474
H -2.24545 1.88923 -2.75292  0.476
H -0.26564 1.11249 -1.43821  0.287
H -0.42384 -0.91894 -0.02316  0.603
H -0.77933 -2.10969 2.56554  0.498
H -0.63284 0.99607 2.75304  0.424
H 1.55307 -1.17874 3.06248  0.584
H 2.59936 -0.88889 5.42543  0.376
H 3.53893 0.69665 7.11666  0.382
H 3.22836 3.15829 6.82826  0.390
H 1.82314 4.01320 4.95004  0.395
H 0.85304 2.43744 3.29627  0.465
H -2.73098 1.16119 2.47574  0.790
H -3.89991 -1.52665 4.97552  0.309
H -4.66940 -0.31870 6.02596  0.462
H -5.35790 -0.65121 4.42582  0.353
H -3.78380 2.68317 3.97340  0.348
H -5.32593 1.80402 4.19267  0.394
H -4.32405 2.19520 5.59251  0.435
H -1.57875 1.41821 4.78422  0.348
H -2.45576 0.91935 6.24098  0.546
H -1.71182 -0.31151 5.20766  0.322
C 3.04802 -4.00319 -3.14398  -1.392
C 3.82591 -2.80201 -3.67592  1.150
C 5.20664 -2.75955 -3.03110  -1.954
C 4.04749 -2.96628 -5.18336  -1.521
N 3.08391 -1.55675 -3.37365  0.375
P 3.57737 -0.30463 -2.31763  -0.159
H 2.63017 -0.39490 -1.13353  -0.229
N 2.66756 0.81429 -3.20807  0.334
C 2.86344 2.27130 -3.17661  1.084
C 2.94824 2.81853 -4.60263  -1.544
C 4.18525 2.58133 -2.48346  -1.944
C 1.72032 2.94250 -2.42318  -1.184
C 1.69096 0.19295 -3.99749  0.980
C 1.94332 -1.19088 -4.10207  1.306
C 1.09071 -2.00642 -4.84536  -0.591
C -0.05054 -1.43817 -5.42959  -1.385
C -0.31601 -0.06986 -5.29483  -1.230
C 0.56913 0.76243 -4.59727  -0.334
H 2.07574 -4.12101 -3.63299  0.291
H 3.63774 -4.90908 -3.33847  0.420
H 2.88703 -3.90662 -2.06254  0.339
H 5.81718 -1.94968 -3.44779  0.413
H 5.15751 -2.65449 -1.94399  0.442
H 5.71496 -3.70626 -3.25716  0.464
H 4.57307 -2.09242 -5.59107  0.365
H 4.67304 -3.85707 -5.34717  0.440
H 3.11926 -3.10977 -5.74443  0.374
H 2.00759 2.72593 -5.15309  0.330
H 3.20567 3.88596 -4.55315  0.457
H 3.73399 2.29280 -5.16165  0.370
H 4.20441 2.23718 -1.44501  0.437
H 5.03063 2.14002 -3.02492  0.436
H 4.32160 3.66958 -2.48102  0.462
H 1.64495 2.55035 -1.40036  0.203
H 1.92980 4.01958 -2.37686  0.519
H 0.75485 2.80751 -2.92380  0.173
H 1.30612 -3.06331 -4.98630  0.216
H -0.72619 -2.07655 -5.99830  0.394
H -1.21027 0.36434 -5.74244  0.405
H 0.37144 1.83022 -4.52679  0.344

(2)
The following is a DFT calculation (ωB97M-V/def2-TZVPD) of C38H53CsN5O4P3S4 as an isolated structure.

As for the net charge: -2. The HOMO energy is -0.706 eV. The molar mass comes out at 998.0 g/mol. As for the max |F|: 0.0127 hartree/bohr. The HOMO-LUMO gap is 4.141 eV. Its multiplicity is 1. The energy above the lowest of the compared OMol25 structures with the same formula, charge and spin is 50.3 kJ/mol.

Last column: Mulliken charge in e.
CARTESIAN COORDINATES (ANGSTROEM)
Cs -1.36405 -1.82923 0.04867  1.146
C -4.21070 -0.21615 2.06777  -0.497
O -2.88544 0.15944 2.41663  -0.482
C -2.64936 1.45585 2.72281  0.552
C -3.61510 2.45400 2.68550  -0.521
C -3.27434 3.76792 2.99919  -0.578
C -1.97674 4.09141 3.35459  -0.912
C -1.01182 3.09087 3.40688  -0.158
C -1.32927 1.77518 3.10554  0.255
N -0.39357 0.71890 3.06536  -0.141
N 0.56293 0.85550 3.87256  -0.023
C 1.54032 -0.11882 3.89325  -0.068
C 1.55134 -1.26150 3.01585  -0.061
O 0.76017 -1.39630 2.06468  -0.449
C 2.59569 -2.25472 3.27020  -0.532
C 3.55606 -2.07250 4.19638  -1.029
C 3.60024 -0.89508 5.01690  1.317
C 4.63232 -0.69622 5.94826  -0.869
C 4.68186 0.43127 6.73207  -0.559
C 3.66860 1.39388 6.59430  -0.725
C 2.64579 1.22125 5.69481  -0.655
C 2.57726 0.07254 4.86810  0.729
H -4.90203 -0.01581 2.89189  0.454
H -4.18619 -1.28430 1.86221  0.032
H -4.55120 0.31130 1.17207  0.202
H -4.62962 2.21795 2.39803  0.354
H -4.03568 4.53736 2.95035  0.366
H -1.71032 5.11637 3.58240  0.368
H 0.01408 3.31258 3.67290  0.339
H 2.56769 -3.13827 2.64214  0.476
H 4.33041 -2.82118 4.33854  0.314
H 5.40043 -1.45851 6.03549  0.352
H 5.48503 0.57535 7.44432  0.366
H 3.69128 2.28782 7.20784  0.381
H 1.86673 1.96446 5.60008  0.412
O -5.53663 -8.33688 -1.80691  -0.702
C -4.98101 -7.26702 -1.62135  0.563
S -3.53852 -6.72996 -2.46240  -0.231
C -3.33675 -5.13768 -1.70039  0.028
C -4.26508 -4.82219 -0.76454  -0.399
S -4.47376 -3.37931 0.20479  -0.404
S -5.51328 -6.05077 -0.47409  -0.218
S -1.96611 -4.24683 -2.31610  -0.421
C -4.85189 -2.23524 -3.21212  -1.095
P -4.29539 -0.78514 -2.25138  1.076
C -5.88867 -0.30760 -1.45584  -1.398
C -4.28831 0.47123 -3.62307  -1.387
C -3.83857 1.86435 -3.17440  -0.922
P -2.11142 1.88096 -2.49001  0.686
C -2.43198 1.90170 -0.67805  -0.381
C -1.77759 3.69407 -2.67729  -1.541
H -5.68818 -1.97933 -3.87141  0.405
H -5.14970 -3.01120 -2.50631  0.216
H -4.01257 -2.63430 -3.78314  0.286
H -6.70479 -0.26113 -2.18393  0.434
H -5.79853 0.66503 -0.96429  0.320
H -6.11609 -1.06591 -0.70432  0.293
H -5.27670 0.51824 -4.09705  0.572
H -3.58625 0.09447 -4.37376  0.383
H -4.53394 2.28870 -2.44076  0.327
H -3.83270 2.54663 -4.03182  0.475
H -3.10594 2.71638 -0.39767  0.585
H -1.48962 2.02089 -0.13767  0.159
H -2.87715 0.95694 -0.36515  -0.589
H -2.60499 4.30437 -2.30292  0.451
H -1.60097 3.93838 -3.72667  0.393
H -0.87748 3.95245 -2.11485  0.344
O 0.67884 -0.14458 -1.39926  -0.357
P 2.15471 -0.10765 -1.44819  -1.039
N 2.70276 0.67903 -2.82125  0.249
C 1.83735 0.70419 -3.99877  -1.063
C 1.50606 2.18708 -4.14949  0.121
C 2.80288 2.89541 -3.72488  -0.787
C 3.57157 1.84691 -2.88081  -0.631
N 2.88883 0.70772 -0.20532  0.565
C 3.81740 0.05026 0.71967  -0.300
C 4.14731 1.14546 1.74151  -0.660
C 2.97792 2.15177 1.66505  -0.494
C 2.02426 1.58618 0.60835  -0.444
N 2.78221 -1.64354 -1.47030  0.412
C 1.86601 -2.79455 -1.66786  -0.204
C 2.76116 -3.88200 -2.25861  -0.623
C 3.83826 -3.08936 -2.99580  -0.710
C 4.10043 -1.93936 -2.02751  -0.440
H 0.95161 0.09190 -3.83793  0.481
H 2.38003 0.33101 -4.87786  0.403
H 0.69262 2.41893 -3.46152  -0.506
H 1.18406 2.45320 -5.15755  0.605
H 2.59807 3.79900 -3.14956  0.319
H 3.39335 3.19030 -4.59482  0.266
H 3.80133 2.18802 -1.87365  0.350
H 4.51880 1.59276 -3.37408  0.345
H 4.70451 -0.30069 0.18978  0.545
H 3.34826 -0.80874 1.20250  -0.034
H 5.08597 1.63602 1.47582  0.345
H 4.26210 0.72465 2.74038  0.116
H 3.34179 3.13774 1.36859  0.429
H 2.46868 2.25691 2.62315  0.036
H 1.57428 2.35911 -0.01904  0.443
H 1.21771 1.00911 1.07045  -0.108
H 1.05862 -2.53697 -2.35630  0.132
H 1.40896 -3.10960 -0.73060  -0.068
H 2.19293 -4.56007 -2.89301  0.382
H 3.22009 -4.46904 -1.45890  0.326
H 3.43705 -2.69254 -3.93263  0.239
H 4.73467 -3.66970 -3.21995  0.408
H 4.51908 -1.05592 -2.51472  0.238
H 4.79518 -2.25525 -1.23870  0.249